Here is C33H31N5O3ReS as an isolated structure from OMol25. Energies are from ωB97M-V with the def2-TZVPD basis set.

XYZ file:
```
74
Properties=species:S:1:pos:R:3
Re -0.239 0.916 -0.081
O -1.123 -5.598 1.920
C -0.752 -4.706 2.686
O -0.308 -4.657 3.838
C -0.835 -3.290 2.034
C -0.594 -2.151 2.798
C -0.548 -0.930 2.176
N -0.691 -0.832 0.829
C -1.156 -1.899 0.128
C -1.197 -3.147 0.694
C -1.760 -1.494 -1.145
C -2.312 -2.370 -2.065
C -2.955 -1.848 -3.174
C -3.012 -0.469 -3.339
C -2.414 0.339 -2.395
N -1.816 -0.156 -1.303
C -0.416 0.374 2.825
C -0.260 0.548 4.189
C -0.170 1.831 4.694
C -0.207 2.907 3.816
C -0.353 2.660 2.470
N -0.496 1.422 1.972
H -0.437 -2.301 3.860
H -1.529 -4.042 0.182
H -2.246 -3.437 -1.905
H -3.406 -2.508 -3.903
H -3.505 -0.026 -4.193
H -2.384 1.414 -2.504
H -0.204 -0.315 4.838
H -0.053 1.993 5.758
H -0.107 3.924 4.167
H -0.321 3.468 1.751
C 3.024 0.185 -4.461
C 1.510 -0.047 -4.401
C 0.964 0.248 -3.082
N 0.553 0.498 -2.042
H 3.374 -0.058 -5.462
H 3.546 -0.451 -3.749
H 3.267 1.225 -4.249
H 1.256 -1.085 -4.629
H 0.979 0.584 -5.117
C 3.525 -0.315 3.778
C 3.050 -1.192 2.814
C 2.423 -0.699 1.677
C 2.266 0.672 1.521
C 2.778 1.559 2.461
C 3.398 1.058 3.595
N 1.596 1.190 0.352
C 2.450 1.911 -0.542
C 3.733 1.448 -0.829
C 4.525 2.155 -1.717
C 4.047 3.314 -2.321
C 2.773 3.776 -2.028
C 1.977 3.081 -1.127
H 4.015 -0.699 4.662
H 3.170 -2.260 2.940
H 2.073 -1.374 0.906
H 2.698 2.627 2.299
H 3.797 1.742 4.333
H 4.102 0.547 -0.357
H 5.524 1.804 -1.937
H 4.679 3.867 -3.004
H 2.410 4.691 -2.476
H 1.000 3.464 -0.853
C -4.027 3.004 -0.632
S -2.480 3.342 0.180
C -2.225 5.024 -0.343
O -1.425 2.561 -0.666
H -3.958 3.254 -1.689
H -4.785 3.615 -0.139
H -4.260 1.952 -0.480
H -3.029 5.630 0.074
H -2.225 5.066 -1.431
H -1.270 5.360 0.058
```

- HOMO energy (spin up / spin down) (eV) = -12.419 / -12.392
- charge = +2
- energy relative to the best compared isomer or geometry (same formula, charge and spin) (kJ/mol) = 76.4
- LUMO level (spin up / spin down) (Ha) = -0.248 / -0.290
- Kohn-Sham gap (spin up / spin down) (eV) = 5.67 / 4.50
- spin multiplicity = 2
- ⟨S²⟩ = 0.766